(1)
2 unconnected molecules or ions with the total composition CH7N2O, computed with ωB97M-V/def2-TZVPD.

Cartesian coordinates (Å):
N -0.64617 -2.26136 -0.67466
H -1.33270 -2.65861 -0.05377
H 0.09970 -1.76824 -0.18771
H -0.24593 -3.00872 -1.22111
N 0.72501 0.64579 -0.22208
C 0.20767 1.70818 0.79766
O -0.55029 2.61277 0.25477
H 0.99807 1.29394 -0.96007
H -0.17677 0.34738 -0.59028
H 1.16622 2.04842 1.27498
H -0.24481 1.04044 1.58227

E_LUMO: 4.12 eV
Frontier orbital gap: 6.522 eV
2S+1: 1
Net charge: -1
Molar mass: 63.08 g mol⁻¹



(2)
2 unconnected molecules or ions with the total composition CH7N2PS, computed with ωB97M-V/def2-TZVPD.

Cartesian coordinates (Å):
C 1.57569 0.89251 -0.00764
N -0.03998 -0.55365 -0.84977
N 1.03109 -0.49540 -0.15179
P 1.83821 -1.84188 0.26325
S -3.77794 -0.21023 0.87518
H 0.71707 1.45784 -0.23916
H 1.83627 1.11470 1.09518
H 2.43009 1.08535 -0.62316
H -0.34400 0.32641 -1.16224
H -2.62330 0.13964 1.36273
H 1.06380 -2.58850 -0.48985
H -3.70699 0.67319 -0.07272

E_LUMO (alpha / beta): 0.24 / -0.05 eV
Frontier orbital gap (alpha / beta): 7.906 / 7.803 eV
2S+1: 1
Net charge: 0
Molar mass: 110.12 g mol⁻¹



(3)
3 unconnected molecules or ions with the total composition CH7N3O, computed with ωB97M-V/def2-TZVPD.

Cartesian coordinates (Å):
C -0.16332 0.51670 0.55792
N -0.76957 0.60840 -0.53828
N -3.34534 -0.60256 -0.37670
N 2.02432 -0.62277 0.12509
O -3.59023 -1.18897 0.67533
H 0.71225 1.01558 0.54674
H -0.49418 0.24171 1.50550
H -3.68072 0.43417 -0.42582
H -1.76944 0.36462 -0.64152
H 1.14845 -0.98537 -0.26030
H 2.47413 -0.08132 -0.53140
H 2.65770 -1.29283 0.53584

E_LUMO (alpha / beta): -0.80 / -0.80 eV
SMILES: C=N.N=O.N
Frontier orbital gap (alpha / beta): 8.427 / 8.427 eV
2S+1: 1
Net charge: 0
Molar mass: 77.09 g mol⁻¹



(4)
A gas-phase ion, CH7N5 (charge +2), computed with ωB97M-V/def2-TZVPD.

Cartesian coordinates (Å):
C 1.00434 1.09566 0.03437
N 2.31202 0.49751 -0.12163
N -0.30039 0.85876 -0.08026
N -2.27532 -0.17429 -0.13465
N 2.56987 -0.69895 0.07166
N -0.95506 -0.22441 -0.05741
H 1.22147 2.22462 0.19105
H -1.00582 1.71570 0.25001
H -2.84308 0.54550 0.28580
H -2.88172 -0.95080 -0.01350
H 3.64411 -0.86494 0.19670
H 1.94093 -1.44561 0.24135
H -0.62696 -1.12279 -0.38048

E_LUMO (alpha / beta): -11.28 / -11.08 eV
Frontier orbital gap (alpha / beta): 7.210 / 8.145 eV
2S+1: 1
Net charge: +2
Molar mass: 89.10 g mol⁻¹



(5)
2 unconnected molecules or ions with the total composition CH7NO, computed with ωB97M-V/def2-TZVPD.

Cartesian coordinates (Å):
C -2.10349 -1.80810 0.56829
N -2.58218 -0.46001 0.80621
H -1.41232 -2.18234 1.39151
H -1.64800 -1.90003 -0.44429
H -2.72597 -2.76910 0.61024
H -3.49139 -0.24558 0.57886
H -2.31764 -0.12024 1.69229
H 6.04738 3.21982 -2.21317
H 4.71976 3.43119 -1.48242
O 5.51385 2.83440 -1.50752

E_LUMO: 1.10 eV
SMILES: CN.O
Frontier orbital gap: 10.170 eV
2S+1: 1
Net charge: 0
Molar mass: 49.07 g mol⁻¹



(6)
2 unconnected molecules or ions with the total composition CH7NO, computed with ωB97M-V/def2-TZVPD.

Cartesian coordinates (Å):
C -1.66759 0.24113 0.00399
H 2.02961 -0.51746 0.82416
H 2.33580 -0.51013 -0.71760
H 2.05097 0.91428 0.00730
H -1.39684 0.88195 -0.78856
H -1.56575 0.63755 1.06629
H -2.76605 -0.06437 -0.25009
H 0.09024 -0.60921 -0.15002
N 1.74403 -0.05274 -0.00307
O -0.85442 -0.92100 0.00758

E_LUMO: 0.80 eV
SMILES: CO.N
Frontier orbital gap: 10.120 eV
2S+1: 1
Net charge: 0
Molar mass: 49.07 g mol⁻¹



(7)
2 unconnected molecules or ions with the total composition CH7NO, computed with ωB97M-V/def2-TZVPD.

Cartesian coordinates (Å):
C -0.94172 -1.21308 0.17547
N 0.33805 -0.72189 0.60610
H -1.62248 -0.35484 0.24918
H -1.23893 -2.10720 0.71474
H -0.84141 -1.54159 -0.86409
H 0.68123 0.10491 0.09409
H 0.49881 -0.66139 1.61538
H 0.48879 2.53260 -1.24763
H 1.72888 1.81668 -0.85915
O 0.90879 2.14580 -0.48408

E_LUMO (alpha / beta): -3.66 / -8.76 eV
Frontier orbital gap (alpha / beta): 12.808 / 7.696 eV
2S+1: 2
Expectation value of S²: 0.754
Net charge: +1
Molar mass: 49.07 g mol⁻¹



(8)
A molecular structure, CH7NO3, computed with ωB97M-V/def2-TZVPD.

Cartesian coordinates (Å):
C 0.81425 -1.55511 0.04461
O 0.38492 -0.40163 -0.66381
H -0.72184 -0.17280 -0.48150
H 1.90448 -1.55556 0.12407
H 0.51267 -2.45874 -0.49315
H 0.38531 -1.59975 1.05337
N 0.38947 1.82443 0.30223
O -0.71806 2.12840 -0.14737
O -1.81453 0.37843 -0.07052
H -2.40697 0.57656 -0.80617
H 0.77678 0.86265 -0.18074
H 0.49353 1.97313 1.31899

E_LUMO (alpha / beta): -1.02 / -1.34 eV
Frontier orbital gap (alpha / beta): 8.991 / 8.143 eV
2S+1: 1
Net charge: 0
Molar mass: 81.07 g mol⁻¹



(9)
3 unconnected molecules or ions with the total composition CH7NO4, computed with ωB97M-V/def2-TZVPD.

Cartesian coordinates (Å):
N -0.71061 0.60568 1.22383
C 0.65538 0.77187 1.28142
O 1.13422 1.60776 0.33472
O 1.34927 0.22958 2.09007
H -1.23740 0.25726 2.01577
H -1.20808 1.32432 0.72735
H 0.66152 1.47814 -0.48861
H -0.06844 -0.35158 -1.90381
H -1.00920 0.73643 -2.48616
O -0.40503 0.52895 -1.79498
H 0.93969 -2.25450 0.11527
H -0.43758 -2.74175 -0.47123
O 0.33625 -2.19216 -0.64363

E_LUMO: 0.43 eV
SMILES: NC(=O)O.O.O
Frontier orbital gap: 10.549 eV
2S+1: 1
Net charge: 0
Molar mass: 97.07 g mol⁻¹



(10)
3 unconnected molecules or ions with the total composition CH7NO4, computed with ωB97M-V/def2-TZVPD.

Cartesian coordinates (Å):
N -0.34429 1.23777 1.76936
C 0.83014 0.45571 1.73178
O 1.47976 0.63393 0.59861
O 1.11804 -0.36748 2.66273
H -1.16620 0.96472 2.31065
H -0.51625 1.77641 0.96129
H 2.21125 -0.00119 0.55899
H -0.44237 -0.16311 -4.16160
H -0.34192 0.76176 -2.89784
O -0.14622 -0.17249 -3.22345
H -0.58302 -1.76369 0.62212
H -0.78175 -1.62341 -0.86606
O -1.31716 -1.73895 -0.06658

E_LUMO (alpha / beta): -4.63 / -10.69 eV
Frontier orbital gap (alpha / beta): 10.064 / 4.004 eV
2S+1: 2
Expectation value of S²: 0.794
Net charge: +1
Molar mass: 97.07 g mol⁻¹



(11)
2 unconnected molecules or ions with the total composition CH7NOS2, computed with ωB97M-V/def2-TZVPD.

Cartesian coordinates (Å):
S 2.62969 -1.38773 -1.25385
S 3.04692 0.50894 -0.47935
H 2.81835 -1.03460 -2.53441
H 1.93242 1.06122 -0.97926
N -2.40392 -0.07965 0.74050
C -1.07256 0.23524 0.28597
O -0.29096 0.10660 1.40426
H -2.78953 -0.99479 0.52388
H -2.55218 0.23058 1.69854
H -0.77692 -0.41805 -0.54348
H -1.12984 1.27615 -0.10198
H 0.58854 0.49608 1.23918

E_LUMO (alpha / beta): -3.45 / -9.30 eV
Frontier orbital gap (alpha / beta): 9.351 / 3.363 eV
2S+1: 2
Expectation value of S²: 0.755
Net charge: +1
Molar mass: 113.21 g mol⁻¹



(12)
4 unconnected molecules or ions with the total composition CH7NOSi, computed with ωB97M-V/def2-TZVPD.

Cartesian coordinates (Å):
C 1.40910 -0.90087 -0.05078
N -1.81580 -0.61006 -1.43108
O 0.47583 -0.19090 -0.28591
Si -2.31856 0.26593 -0.18336
H 2.44507 -0.81902 -0.35302
H 2.13829 1.46838 1.08748
H 1.29320 -1.70371 0.73206
H -1.10861 -0.43351 -2.15627
H -3.02546 -0.70522 0.59980
H 2.41977 1.85108 1.80454
H -1.91283 1.77789 0.23653

E_LUMO (alpha / beta): 0.25 / 0.25 eV
Frontier orbital gap (alpha / beta): 9.245 / 9.246 eV
2S+1: 1
Net charge: 0
Molar mass: 77.16 g mol⁻¹



Ordered E results: -6177.84874, -24251.26001, -7663.46705, -8576.26894, -4687.23968, -4687.54030, -4679.02451, -8777.90433, -10831.52848, -10820.48998, -26348.76172, -12561.43654; unit eV.
Ordered energy above the lowest of the compared OMol25 structures with the same formula, charge and spin results: 11.3, 98.6, 139.7, 61.1, 15.9, 8.9, 0.0, 129.7, 8.2, 32.4, 17.9, 51.2; unit kcal per mole.